1.
A 5-piece molecular cluster, C42H58N2O20S4 overall in a non-equilibrium geometry. Source: OMol25; level of theory: wB97M-V/def2-TZVPD.

ORCA input file:
```
! RIJCOSX wB97M-V def2-TZVPD def2/J DEFGRID3
* xyz 0 1
C -1.287 -3.169 5.483
C -0.091 -2.478 4.604
C 1.188 -3.466 4.809
C -0.625 -2.432 3.088
C -0.903 -0.953 2.524
C -0.275 -0.569 1.169
S 0.797 -1.719 0.147
C 0.265 -1.356 -1.623
C -1.327 -1.388 -1.812
O -1.915 -0.514 -2.522
O -2.177 -2.397 -1.242
C -2.949 -3.077 -2.271
C -3.701 -4.317 -1.515
C -5.279 -4.037 -1.357
O -3.165 -4.442 -0.148
C -3.059 -5.809 0.218
O -3.905 -6.699 -0.059
C -1.761 -6.228 1.073
S -1.197 -7.982 0.741
C -0.530 0.855 0.508
C -1.444 1.819 1.284
S -1.803 3.461 0.508
C -0.357 4.615 0.656
C 1.007 3.864 0.202
O 1.335 3.922 -1.009
O 1.688 3.160 1.229
C 3.051 2.813 0.864
C 3.081 1.272 0.406
C 3.009 1.038 -1.176
O 4.325 0.699 0.963
C 4.173 -0.708 1.169
O 3.465 -1.157 2.110
C 4.925 -1.780 0.221
S 5.826 -0.974 -1.222
C -2.106 1.492 2.694
N -2.907 2.532 3.279
C -3.409 2.059 4.527
C -3.191 0.654 5.152
N -2.393 -0.349 4.532
C -1.823 0.092 3.289
H -2.325 -2.857 5.125
H -1.235 -4.321 5.364
H -1.171 -2.885 6.590
H 0.086 -1.449 5.082
H 0.921 -4.458 4.280
H 1.343 -3.715 5.929
H 2.117 -2.958 4.379
H 0.097 -3.045 2.451
H -1.645 -2.980 3.028
H 0.681 -2.206 -2.287
H 0.652 -0.353 -2.009
H -2.328 -3.459 -3.154
H -3.709 -2.331 -2.711
H -3.534 -5.264 -2.144
H -5.603 -3.083 -1.911
H -5.508 -3.852 -0.243
H -5.868 -4.937 -1.766
H -0.889 -5.545 0.741
H -1.978 -6.073 2.186
H -0.510 -8.032 -0.463
H -0.065 1.130 -0.511
H -0.479 5.497 -0.081
H -0.210 4.989 1.730
H 3.664 2.860 1.847
H 3.558 3.538 0.144
H 2.212 0.754 0.970
H 2.139 1.574 -1.693
H 4.011 1.338 -1.634
H 2.827 -0.094 -1.348
H 4.151 -2.519 -0.208
H 5.707 -2.371 0.836
H 6.983 -0.372 -0.741
H -4.050 2.802 5.136
H -3.658 0.400 6.170
C 2.013 -5.601 -3.724
C 0.983 -5.613 -4.833
C 1.396 -4.846 -6.055
O 0.142 -4.469 -6.612
C -0.739 -4.397 -5.575
O -1.840 -3.932 -5.651
O -0.200 -4.924 -4.437
H 2.909 -6.154 -4.014
H 2.302 -4.578 -3.464
H 1.601 -6.049 -2.817
H 0.707 -6.644 -5.078
H 1.966 -5.454 -6.759
H 1.962 -3.936 -5.830
C 0.729 3.753 -4.071
C 0.451 4.889 -5.030
C -0.993 5.020 -5.415
O -0.909 5.637 -6.695
C 0.293 5.269 -7.226
O 0.616 5.456 -8.364
O 1.075 4.659 -6.291
H 0.278 3.942 -3.096
H 0.342 2.806 -4.459
H 1.806 3.619 -3.941
H 0.847 5.827 -4.625
H -1.557 5.643 -4.720
H -1.504 4.058 -5.528
C 5.497 1.271 4.553
C 6.454 2.195 5.274
C 6.467 3.596 4.737
O 7.777 4.037 5.076
C 8.562 2.922 5.125
O 9.756 2.937 5.201
O 7.805 1.788 5.073
H 4.459 1.562 4.731
H 5.682 1.273 3.475
H 5.636 0.241 4.891
H 6.254 2.178 6.351
H 5.712 4.231 5.204
H 6.355 3.648 3.649
C -7.541 4.975 0.385
C -6.572 5.217 -0.750
C -6.350 4.020 -1.627
O -5.043 4.258 -2.137
C -4.395 5.014 -1.206
O -3.220 5.245 -1.221
O -5.259 5.469 -0.256
H -8.554 4.813 0.009
H -7.244 4.106 0.979
H -7.551 5.830 1.066
H -6.885 6.092 -1.332
H -7.077 3.955 -2.439
H -6.340 3.073 -1.079
*
```

## Properties
**HOMO**: -8.5 eV

2.
C3H5NO2 in the gas phase in a non-equilibrium geometry. Source: OMol25; level of theory: wB97M-V/def2-TZVPD.

ORCA input file:
```
! RIJCOSX wB97M-V def2-TZVPD def2/J DEFGRID3
* xyz 0 1
C -1.157 -0.847 -0.997
C -0.364 -0.394 -0.033
O -0.336 -0.894 1.238
C 0.494 0.997 -0.249
N 1.481 0.891 0.632
O 0.405 1.670 -1.235
H -1.894 -1.619 -0.830
H -1.171 -0.353 -1.952
H -0.901 -1.676 1.298
H 1.354 0.432 1.518
H 2.088 1.793 0.608
*
```

## Properties
**HOMO**: -9.3 eV
**Relative energy (zero: lowest compared OMol25 entry of this formula, charge and spin)**: 1.366 eV

3.
C5H9NO2S in the gas phase in a non-equilibrium geometry. Source: OMol25; level of theory: wB97M-V/def2-TZVPD.

ORCA input file:
```
! RIJCOSX wB97M-V def2-TZVPD def2/J DEFGRID3
* xyz 0 1
C -1.226 2.197 1.460
C -0.798 1.398 0.692
N -0.224 0.440 -0.066
C -1.154 -0.629 -0.787
C -1.559 -1.652 0.249
S 1.346 0.038 0.438
C 2.286 0.511 -0.992
O 1.627 0.884 1.502
O 1.432 -1.382 0.611
H -1.773 2.913 1.988
H -0.465 -1.027 -1.462
H -1.793 0.028 -1.412
H -2.148 -1.262 1.051
H -2.079 -2.572 -0.193
H -0.680 -1.879 0.704
H 1.672 1.359 -1.335
H 3.304 0.809 -0.674
H 2.230 -0.176 -1.773
*
```

## Properties
**HOMO**: -9.0 eV
**Relative energy (zero: lowest compared OMol25 entry of this formula, charge and spin)**: 4.086 eV

4.
A 2-piece molecular cluster, C4H12 overall in a non-equilibrium geometry. Source: OMol25; level of theory: wB97M-V/def2-TZVPD.

ORCA input file:
```
! RIJCOSX wB97M-V def2-TZVPD def2/J DEFGRID3
* xyz 0 1
C -0.335 -1.362 1.871
C 0.919 -0.363 2.372
H 0.028 -2.284 1.550
H -1.074 -1.619 2.633
H -0.939 -0.839 1.031
H 1.457 -0.991 3.073
H 0.514 0.609 2.838
H 1.586 -0.231 1.518
C -0.325 1.057 -2.864
C -0.235 0.659 -1.386
H 0.707 1.021 -3.393
H -1.009 0.395 -3.280
H -0.576 2.094 -3.007
H 0.496 1.268 -0.704
H -0.124 -0.440 -1.311
H -1.202 1.066 -0.908
*
```

## Properties
**HOMO**: -11.2 eV
**Relative energy (zero: lowest compared OMol25 entry of this formula, charge and spin)**: 1.054 eV

5.
A 4-piece molecular cluster, H8O3S2 overall in a non-equilibrium geometry. Source: OMol25; level of theory: wB97M-V/def2-TZVPD.

ORCA input file:
```
! RIJCOSX wB97M-V def2-TZVPD def2/J DEFGRID3
* xyz 0 1
S -1.013 -2.940 -2.062
S -1.843 -1.023 -2.487
H -0.364 -2.349 -0.978
H -2.880 -1.304 -3.290
O 3.965 0.685 -0.170
H 3.997 0.317 -1.036
H 4.697 1.220 -0.035
O 1.077 1.577 -2.355
H 1.224 0.754 -2.895
H 1.635 1.369 -1.575
O -3.792 0.428 5.369
H -3.369 -0.061 6.132
H -3.332 1.327 5.385
*
```

## Properties
**HOMO**: -8.6 eV
**Relative energy (zero: lowest compared OMol25 entry of this formula, charge and spin)**: 1.100 eV

6.
C46H34BrF6N4O6PSSc as an isolated structure in a non-equilibrium geometry. Source: OMol25; level of theory: wB97M-V/def2-TZVPD.

ORCA input file:
```
! RIJCOSX wB97M-V def2-TZVPD def2/J DEFGRID3
* xyz -1 1
Sc 0.981 0.857 -0.033
C -5.315 1.117 -1.018
C -4.242 0.847 -1.855
C -2.945 1.134 -1.465
C -2.681 1.719 -0.222
C -3.785 2.020 0.601
C -5.076 1.719 0.210
N -1.383 1.885 0.256
C -1.110 2.953 0.996
C -1.777 4.215 0.888
C -1.504 5.231 1.748
C -0.575 5.072 2.809
C 0.104 3.902 2.944
C -0.101 2.840 2.026
N 0.549 1.667 2.059
N 1.181 1.344 3.128
C 1.824 0.129 3.034
C 2.494 -0.358 4.160
C 3.151 -1.567 4.071
C 3.121 -2.262 2.871
C 2.430 -1.710 1.805
N 1.790 -0.551 1.875
H -6.325 0.862 -1.312
H -4.408 0.408 -2.831
H -2.116 0.931 -2.123
H -3.604 2.472 1.568
H -5.905 1.956 0.867
H -2.455 4.359 0.059
H -1.989 6.191 1.618
H -0.386 5.901 3.478
H 0.853 3.761 3.710
H 2.484 0.231 5.066
H 3.684 -1.967 4.925
H 3.626 -3.210 2.758
H 2.390 -2.216 0.848
O -0.222 0.303 -2.641
S 0.123 -1.030 -2.195
O 0.970 -1.780 -3.077
O 0.629 -0.951 -0.788
C -1.442 -1.892 -2.093
C -1.980 -2.297 -3.304
C -3.284 -2.756 -3.360
C -4.040 -2.781 -2.197
C -3.480 -2.419 -0.982
C -2.157 -1.986 -0.894
P -1.311 -1.585 0.703
C -2.704 -2.058 1.831
C -3.456 -0.993 2.320
C -4.564 -1.209 3.125
C -4.920 -2.501 3.478
C -4.172 -3.572 3.006
C -3.077 -3.355 2.185
C -0.324 -3.151 0.856
C 0.238 -3.838 -0.219
C 1.080 -4.919 -0.008
C 1.367 -5.341 1.281
C 0.803 -4.679 2.358
C -0.021 -3.585 2.147
H -1.351 -2.245 -4.183
H -3.712 -3.061 -4.306
H -5.078 -3.086 -2.233
H -4.095 -2.460 -0.096
H -3.169 0.013 2.043
H -5.148 -0.370 3.479
H -5.772 -2.681 4.122
H -4.453 -4.583 3.275
H -2.516 -4.198 1.805
H 0.050 -3.520 -1.230
H 1.524 -5.414 -0.861
H 2.035 -6.178 1.442
H 1.022 -4.995 3.370
H -0.439 -3.053 2.994
Br 4.211 -0.328 -4.843
C 3.009 1.138 -4.751
C 2.690 1.798 -5.925
C 1.914 2.942 -5.853
C 1.461 3.398 -4.626
C 1.734 2.696 -3.459
C 2.530 1.555 -3.522
C 1.115 3.224 -2.165
O 0.681 4.363 -2.186
O 1.091 2.479 -1.098
H 3.055 1.426 -6.873
H 1.677 3.484 -6.759
H 0.883 4.309 -4.548
H 2.777 1.004 -2.626
C 4.944 1.439 -1.549
C 4.218 1.171 -0.220
O 2.969 0.660 -0.332
C 5.085 0.176 0.609
F 6.419 0.384 0.509
F 4.875 -1.080 0.189
F 4.805 0.210 1.926
C 4.169 2.513 0.566
F 3.803 3.535 -0.218
F 5.352 2.864 1.118
F 3.277 2.458 1.570
H 5.045 0.503 -2.096
H 5.928 1.870 -1.368
H 4.351 2.132 -2.139
*
```

## Properties
**HOMO (alpha / beta)**: -4.3 / -4.3 eV

7.
C6H10 in the gas phase in a non-equilibrium geometry. Source: OMol25; level of theory: wB97M-V/def2-TZVPD.

ORCA input file:
```
! RIJCOSX wB97M-V def2-TZVPD def2/J DEFGRID3
* xyz 0 1
C 2.032 -0.272 0.085
C 0.603 -0.042 -0.471
C -0.012 1.249 0.076
C -1.255 1.037 0.538
C -1.818 -0.118 -0.217
C -0.523 -0.990 0.000
H 2.107 -0.124 1.170
H 2.755 0.420 -0.373
H 2.395 -1.286 -0.128
H 0.679 -0.129 -1.563
H 0.516 2.193 0.125
H -1.764 1.519 1.356
H -2.748 -0.621 0.034
H -2.028 0.305 -1.232
H -0.615 -1.955 -0.473
H -0.323 -1.186 1.075
*
```

## Properties
**HOMO**: -8.6 eV
**Relative energy (zero: lowest compared OMol25 entry of this formula, charge and spin)**: 1.311 eV

8.
C5H10O2 in the gas phase. Source: OMol25; level of theory: wB97M-V/def2-TZVPD.

ORCA input file:
```
! RIJCOSX wB97M-V def2-TZVPD def2/J DEFGRID3
* xyz 0 1
C 2.465 -1.246 -0.498
C 1.233 -0.873 0.315
O 0.628 0.287 -0.243
C -1.360 0.564 0.432
C -2.130 1.800 0.634
C -0.786 0.057 -0.813
O -1.207 -1.141 -0.989
H 3.172 -0.411 -0.536
H 2.977 -2.111 -0.059
H 2.174 -1.504 -1.521
H 0.507 -1.696 0.300
H 1.509 -0.634 1.350
H -1.292 -0.156 1.245
H -3.193 1.530 0.513
H -2.023 2.199 1.647
H -1.894 2.553 -0.123
H -0.781 0.782 -1.652
*
```

## Properties
**HOMO (alpha / beta)**: -8.5 / -8.5 eV
**Relative energy (zero: lowest compared OMol25 entry of this formula, charge and spin)**: 4.788 eV

9.
A 2-piece molecular cluster, C6H6N2O2 overall in a non-equilibrium geometry. Source: OMol25; level of theory: wB97M-V/def2-TZVPD.

ORCA input file:
```
! RIJCOSX wB97M-V def2-TZVPD def2/J DEFGRID3
* xyz 0 1
O -1.613 -1.466 -0.516
C -0.769 -0.569 -0.538
C -1.041 0.875 -0.520
C 0.056 1.699 -0.441
N 1.343 1.216 -0.564
C 1.675 -0.097 -0.837
O 2.786 -0.405 -1.217
N 0.579 -0.917 -0.699
H -2.051 1.205 -0.390
H -0.070 2.747 -0.329
H 2.117 1.812 -0.763
H 0.690 -1.907 -0.823
C -1.089 -0.338 2.924
C -2.202 -0.054 2.642
H -0.017 -0.268 3.223
H -3.289 0.190 2.402
*
```

## Properties
**HOMO**: -9.5 eV
**Relative energy (zero: lowest compared OMol25 entry of this formula, charge and spin)**: 1.747 eV

10.
C8H13NNiP as an isolated structure in a non-equilibrium geometry. Source: OMol25; level of theory: wB97M-V/def2-TZVPD.

ORCA input file:
```
! RIJCOSX wB97M-V def2-TZVPD def2/J DEFGRID3
* xyz -1 3
C 0.777 0.982 -2.469
C 0.076 0.135 -3.329
C -0.436 -1.190 -3.244
C -0.336 -2.046 -2.104
C 0.289 -1.699 -0.953
Ni 0.037 0.053 -1.173
P -0.007 2.153 -0.833
H 1.477 1.732 -2.856
H -0.032 0.553 -4.335
H -0.771 -1.650 -4.189
H 0.269 -2.300 -0.059
H -0.722 -3.069 -2.235
H -1.157 2.431 0.016
H 0.132 3.385 -1.526
H 1.102 2.156 0.077
C 0.494 0.150 4.046
C -0.517 -0.578 3.179
C -0.440 -0.228 1.800
N -0.504 0.070 0.685
H 1.493 -0.254 3.884
H 0.220 0.008 5.084
H 0.486 1.217 3.823
H -0.391 -1.660 3.239
H -1.540 -0.351 3.473
*
```

## Properties
**HOMO (alpha / beta)**: 0.5 / -3.5 eV
**⟨S²⟩**: 2.0438
**Relative energy (zero: lowest compared OMol25 entry of this formula, charge and spin)**: 1.113 eV

11.
An isolated ion of composition C2H3NO3P and charge -1 in a non-equilibrium geometry. Source: OMol25; level of theory: wB97M-V/def2-TZVPD.

ORCA input file:
```
! RIJCOSX wB97M-V def2-TZVPD def2/J DEFGRID3
* xyz -1 1
O 1.977 1.018 -4.000
C 1.720 0.325 -3.052
N 0.875 0.468 -2.059
C 0.299 -0.492 -1.332
O -0.051 -1.666 -1.528
O 0.037 0.005 0.076
P -0.891 -0.812 1.299
H 2.394 -0.562 -2.869
H -2.068 -0.349 0.755
H -1.021 -2.000 0.579
*
```

## Properties
**HOMO**: -4.7 eV
**Relative energy (zero: lowest compared OMol25 entry of this formula, charge and spin)**: 2.498 eV

12.
C32H32AlN3O6P2S4 as an isolated structure in a non-equilibrium geometry. Source: OMol25; level of theory: wB97M-V/def2-TZVPD.

ORCA input file:
```
! RIJCOSX wB97M-V def2-TZVPD def2/J DEFGRID3
* xyz -1 2
Al 0.137 0.746 -1.432
C 0.057 3.712 3.803
C 0.566 4.046 2.415
O -0.409 3.823 1.390
P -0.904 2.359 0.962
S 0.543 1.017 1.085
S -1.633 2.492 -0.864
O -1.990 1.996 2.073
C -3.172 2.810 2.207
C -3.773 2.511 3.557
H 0.829 3.959 4.536
H -0.179 2.651 3.898
H -0.842 4.285 4.038
H 1.459 3.468 2.174
H 0.805 5.104 2.332
H -3.853 2.555 1.398
H -2.904 3.865 2.114
H -4.038 1.455 3.625
H -4.676 3.109 3.704
H -3.065 2.745 4.355
O -1.437 0.982 -4.948
C -1.342 0.252 -3.961
O -0.383 0.481 -3.052
C -2.161 -0.906 -3.691
C -3.091 -1.288 -4.691
C -3.878 -2.401 -4.593
C -3.789 -3.231 -3.423
C -2.938 -2.881 -2.418
C -2.088 -1.733 -2.481
P -1.286 -1.291 -0.974
C -2.695 -1.275 0.237
C -3.765 -0.460 -0.137
C -4.954 -0.468 0.576
C -5.098 -1.287 1.689
C -4.046 -2.100 2.070
C -2.856 -2.099 1.343
C -0.266 -2.711 -0.408
C 0.044 -3.756 -1.271
C 0.876 -4.788 -0.854
C 1.418 -4.782 0.423
C 1.141 -3.725 1.281
C 0.315 -2.694 0.862
H -3.144 -0.648 -5.564
H -4.571 -2.651 -5.389
H -4.399 -4.122 -3.329
H -2.915 -3.500 -1.525
H -3.675 0.150 -1.027
H -5.779 0.156 0.250
H -6.030 -1.303 2.242
H -4.151 -2.758 2.926
H -2.068 -2.775 1.635
H -0.373 -3.752 -2.271
H 1.111 -5.594 -1.539
H 2.070 -5.586 0.743
H 1.587 -3.693 2.268
H 0.135 -1.850 1.520
N 6.921 1.058 2.742
C 6.055 0.603 1.744
C 6.523 0.362 0.455
C 5.671 -0.126 -0.522
C 4.341 -0.383 -0.215
C 3.869 -0.156 1.071
C 4.716 0.335 2.042
S 3.252 -1.030 -1.443
O 2.645 -2.211 -0.914
O 4.021 -1.074 -2.661
N 2.084 0.080 -1.590
C 2.389 1.313 -2.123
S 3.693 1.842 -3.130
C 2.893 3.373 -3.283
C 1.716 3.368 -2.632
N 1.447 2.207 -1.944
H 7.732 1.555 2.412
H 6.477 1.520 3.518
H 7.562 0.563 0.218
H 6.023 -0.306 -1.529
H 2.836 -0.375 1.313
H 4.341 0.517 3.044
H 3.322 4.171 -3.867
H 0.996 4.173 -2.600
*
```

## Properties
**HOMO (alpha / beta)**: -1.4 / -5.0 eV
**⟨S²⟩**: 0.7631
**Relative energy (zero: lowest compared OMol25 entry of this formula, charge and spin)**: 0.000 eV

13.
C4H9NO in the gas phase in a non-equilibrium geometry. Source: OMol25; level of theory: wB97M-V/def2-TZVPD.

ORCA input file:
```
! RIJCOSX wB97M-V def2-TZVPD def2/J DEFGRID3
* xyz 0 1
C 0.864 -0.817 -1.427
C -0.682 -0.732 -1.287
N -1.187 0.243 -0.322
C -0.298 1.175 0.310
C 0.754 0.593 1.241
O 0.525 -0.376 1.918
H 1.278 0.181 -1.316
H 0.938 -1.251 -2.423
H 1.329 -1.446 -0.674
H -1.045 -1.726 -1.044
H -1.003 -0.424 -2.281
H -1.862 -0.155 0.307
H 0.095 1.980 -0.317
H -0.973 1.713 0.974
H 1.749 1.079 1.288
*
```

## Properties
**HOMO**: -8.7 eV
**Relative energy (zero: lowest compared OMol25 entry of this formula, charge and spin)**: 1.950 eV

14.
A 2-piece molecular cluster, C3H4N2S2 overall in a non-equilibrium geometry. Source: OMol25; level of theory: wB97M-V/def2-TZVPD.

ORCA input file:
```
! RIJCOSX wB97M-V def2-TZVPD def2/J DEFGRID3
* xyz 0 1
C -1.496 0.453 -0.933
C -2.900 0.195 -0.695
C -0.722 -0.485 -0.413
N -3.108 -0.946 -0.025
N 2.350 -1.359 0.634
S -1.700 -1.667 0.353
S 2.028 -1.025 -0.940
H -1.206 1.293 -1.570
H -3.629 0.882 -1.155
H 2.342 -2.222 1.079
H 1.920 -0.595 1.131
*
```

## Properties
**HOMO (alpha / beta)**: -9.1 / -9.0 eV
**Relative energy (zero: lowest compared OMol25 entry of this formula, charge and spin)**: 4.395 eV